(1)
{
  "formula": "C30H84O12",
  "method": "ωB97M-V/def2-TZVPD",
  "relative_energy_kj_mol": 89.9,
  "homo_lumo_gap_ev": 9.77,
  "smiles": "CC(C)O.CC(C)O.CC(C)O.CC(C)O.CC(C)O.CC(C)O.CCO.CCO.CCO.CCO.CCO.CCO",
  "molar_mass_g_mol": 636.990,
  "homo_energy_ev": -9.5811,
  "symbols": ["C", "C", "C", "O", "H", "H", "H", "H", "H", "H", "H", "H", "C", "C", "C", "O", "H", "H", "H", "H", "H", "H", "H", "H", "C", "C", "C", "O", "H", "H", "H", "H", "H", "H", "H", "H", "C", "C", "C", "O", "H", "H", "H", "H", "H", "H", "H", "H", "C", "C", "C", "O", "H", "H", "H", "H", "H", "H", "H", "H", "C", "C", "C", "O", "H", "H", "H", "H", "H", "H", "H", "H", "C", "C", "O", "H", "H", "H", "H", "H", "H", "C", "C", "O", "H", "H", "H", "H", "H", "H", "C", "C", "O", "H", "H", "H", "H", "H", "H", "C", "C", "O", "H", "H", "H", "H", "H", "H", "C", "C", "O", "H", "H", "H", "H", "H", "H", "C", "C", "O", "H", "H", "H", "H", "H", "H"],
  "positions_angstrom": [[1.12942, -0.35337, -0.93833], [-0.10219, 0.39470, -0.45289], [-0.83416, -0.35492, 0.61693], [0.29154, 1.66252, 0.07380], [1.78922, 0.25942, -1.54231], [0.85029, -1.23140, -1.52722], [1.65608, -0.73320, -0.05311], [-0.74821, 0.49575, -1.33911], [-0.17888, -0.38702, 1.49504], [-1.08432, -1.38429, 0.33986], [-1.76616, 0.12572, 0.92902], [-0.57126, 2.14821, 0.24750], [-2.13883, 2.51662, -2.85848], [-3.27324, 2.82440, -3.81703], [-4.52217, 1.93704, -3.57876], [-3.60873, 4.22937, -3.65279], [-2.40540, 2.74442, -1.82607], [-1.24977, 3.05790, -3.19156], [-1.88054, 1.45669, -2.92354], [-2.93331, 2.66343, -4.85848], [-4.87101, 2.12196, -2.55142], [-4.31769, 0.87530, -3.70174], [-5.34404, 2.23563, -4.23464], [-4.21059, 4.48225, -4.36214], [1.82305, -3.85851, 0.02103], [1.42376, -5.33155, -0.03722], [0.01244, -5.54727, 0.45831], [1.51886, -5.71094, -1.42809], [1.50477, -3.40945, 0.96033], [1.44718, -3.30726, -0.83749], [2.91291, -3.77861, -0.00483], [2.16217, -5.89318, 0.55270], [-0.65864, -4.82512, -0.02602], [-0.09705, -5.43496, 1.53819], [-0.38499, -6.52188, 0.14661], [1.27063, -6.63950, -1.51633], [0.73828, -2.68417, 3.51078], [0.81422, -2.73878, 5.02979], [-0.30576, -1.91195, 5.60689], [0.65722, -4.11985, 5.43278], [-0.29398, -2.87334, 3.18708], [1.39374, -3.44154, 3.09446], [0.95303, -1.68100, 3.12327], [1.75770, -2.31262, 5.38216], [-0.50928, -1.08215, 4.92564], [-0.00845, -1.43337, 6.54247], [-1.21862, -2.48703, 5.72799], [1.40122, -4.38685, 5.98025], [5.37173, -0.95599, 0.69404], [6.00745, -1.29392, -0.63641], [5.15149, -0.80944, -1.80836], [7.30652, -0.61796, -0.63444], [5.99402, -1.31052, 1.52007], [4.37182, -1.38143, 0.76460], [5.31855, 0.12652, 0.82649], [6.20751, -2.37051, -0.71170], [5.08468, 0.27843, -1.82904], [4.13158, -1.19624, -1.68838], [5.52315, -1.18283, -2.76782], [7.57936, -0.49976, -1.55562], [-1.52849, -4.02535, -2.37826], [-1.19461, -3.25788, -3.63002], [-2.04380, -2.04154, -3.78218], [0.17659, -2.82027, -3.58982], [-0.88481, -4.91092, -2.28647], [-2.55440, -4.40865, -2.38678], [-1.39419, -3.42294, -1.47500], [-1.29139, -3.93308, -4.49158], [-2.04020, -1.45792, -2.86029], [-3.08177, -2.33608, -3.96978], [-1.71927, -1.46020, -4.64645], [0.72321, -3.58062, -3.35002], [0.82269, 5.89922, -0.35181], [1.03120, 4.88315, -1.45193], [0.93091, 5.51941, -2.77933], [1.59556, 6.67185, -0.45285], [1.00637, 5.50296, 0.64614], [-0.15813, 6.37553, -0.40418], [0.29277, 4.07208, -1.41603], [2.01585, 4.42392, -1.37625], [0.18453, 6.13568, -2.73106], [-3.31226, -3.27520, 1.20681], [-4.21102, -2.91063, 0.09513], [-4.74329, -4.13054, -0.45858], [-2.86123, -2.37317, 1.63025], [-2.46550, -3.85962, 0.84464], [-3.84871, -3.83562, 1.96459], [-3.67374, -2.31647, -0.66111], [-5.04024, -2.28974, 0.47430], [-5.36787, -3.91567, -1.15903], [1.23550, 1.85790, -4.04063], [0.68363, 2.68350, -5.21052], [1.13824, 4.02891, -5.17835], [0.67302, 0.93213, -3.89061], [1.05891, 2.39603, -3.08856], [2.29950, 1.65173, -4.12176], [-0.41994, 2.60284, -5.20813], [1.03814, 2.23552, -6.14458], [0.80949, 4.44224, -4.35515], [-1.98687, 1.06335, 3.72988], [-2.88440, 2.25550, 4.10666], [-2.42562, 2.88119, 5.26367], [-1.96329, 0.39250, 4.58464], [-0.97605, 1.46651, 3.58215], [-2.24177, 0.56007, 2.79983], [-3.91989, 1.90836, 4.24842], [-2.90815, 3.00995, 3.32216], [-2.59882, 2.29441, 6.00718], [3.50198, 1.06462, 3.81463], [2.89306, 1.20727, 2.41903], [1.72350, 1.95892, 2.51252], [2.87380, 0.43761, 4.44735], [3.59486, 2.05469, 4.26722], [4.50743, 0.64739, 3.74163], [2.68699, 0.20846, 2.01673], [3.59719, 1.75467, 1.77586], [1.21585, 1.85442, 1.64995], [-0.93783, 4.52577, 2.47376], [-1.95392, 4.38785, 1.37880], [-2.03053, 2.98001, 0.99705], [-0.88969, 5.57604, 2.77901], [0.06298, 4.26117, 2.14321], [-1.23725, 3.89370, 3.30407], [-1.72928, 5.03190, 0.52339], [-2.94576, 4.70505, 1.72040], [-2.94808, 2.70360, 1.01933]]
}

(2)
{
  "formula": "C30H85AlF2N6O14S2",
  "method": "ωB97M-V/def2-TZVPD",
  "spin_multiplicity": 2,
  "homo_lumo_gap_ev": [4.42, 3.08],
  "total_charge": 3,
  "molar_mass_g_mol": 883.150,
  "homo_energy_ev": [-15.7228, -15.7145],
  "symbols": ["Al", "N", "S", "O", "O", "F", "S", "O", "O", "F", "C", "C", "C", "O", "C", "N", "H", "H", "H", "H", "H", "H", "H", "H", "H", "H", "H", "C", "C", "C", "O", "C", "N", "H", "H", "H", "H", "H", "H", "H", "H", "H", "H", "H", "C", "C", "C", "O", "C", "N", "H", "H", "H", "H", "H", "H", "H", "H", "H", "H", "H", "C", "C", "C", "O", "C", "N", "H", "H", "H", "H", "H", "H", "H", "H", "H", "H", "H", "C", "C", "C", "O", "C", "N", "H", "H", "H", "H", "H", "H", "H", "H", "H", "H", "H", "C", "C", "O", "H", "H", "H", "H", "H", "H", "C", "C", "O", "H", "H", "H", "H", "H", "H", "C", "C", "O", "H", "H", "H", "H", "H", "H", "C", "C", "O", "H", "H", "H", "H", "H", "H", "C", "C", "O", "H", "H", "H", "H", "H", "H"],
  "positions_angstrom": [[3.17745, -3.94667, -0.38903], [1.35473, -1.74830, 0.10902], [0.18193, -1.34290, 0.97311], [-1.17668, -1.11395, 0.42900], [0.52742, -0.44891, 2.05741], [0.02273, -2.75162, 1.60793], [1.30873, -0.19921, -0.62952], [1.70412, 0.99186, 0.14531], [0.39131, -0.08634, -1.76334], [2.64625, -0.42818, -1.47320], [0.63257, -2.47947, -4.73344], [0.84236, -2.92181, -3.31112], [-0.36316, -3.69513, -2.72083], [-0.01859, -4.14654, -1.40944], [-1.11129, -4.72839, -0.71397], [1.96951, -3.83114, -3.33982], [-0.21725, -1.81659, -4.89618], [0.47125, -3.34001, -5.38270], [1.51881, -1.93200, -5.05430], [1.14287, -2.12095, -2.63553], [-0.63638, -4.55931, -3.32635], [-1.25312, -3.06686, -2.68443], [-1.47469, -5.59744, -1.26242], [-1.89576, -3.98448, -0.57503], [-0.91528, -5.12574, 0.28191], [1.72138, -4.51694, -4.03854], [2.71863, -3.40368, -3.86538], [6.71222, -1.08357, -2.87336], [5.89601, -1.80504, -1.81436], [5.60987, -0.83658, -0.63581], [4.77783, -1.48968, 0.29153], [4.54287, -0.74650, 1.48501], [4.65814, -2.23526, -2.47194], [6.97301, -1.83026, -3.62338], [7.72639, -0.81249, -2.57997], [6.19742, -0.29691, -3.42495], [6.47006, -2.66574, -1.47120], [5.21928, 0.07132, -1.09545], [6.55690, -0.59816, -0.15169], [4.20916, 0.27697, 1.31399], [5.40322, -0.58090, 2.13344], [3.71959, -1.11195, 2.09881], [4.95995, -2.82826, -3.23178], [4.33812, -1.40300, -2.94632], [-0.90980, 3.37005, 3.18410], [-1.62547, 2.26366, 2.31803], [-1.91239, 1.05536, 3.23382], [-2.61130, 1.43461, 4.38810], [-2.70250, 0.34746, 5.37688], [-2.83555, 2.82450, 1.74192], [-1.54534, 3.71486, 3.99975], [-0.81130, 4.15521, 2.43448], [0.05799, 2.98998, 3.51125], [-1.11838, 1.93292, 1.41162], [-0.96886, 0.60951, 3.54858], [-2.42821, 0.35821, 2.57351], [-2.90160, 0.86165, 6.31712], [-1.85575, -0.28110, 5.65260], [-3.53188, -0.26189, 5.01780], [-3.49193, 2.06938, 1.60384], [-3.30986, 3.32539, 2.47964], [3.45790, 0.66214, 4.62840], [2.45527, -0.34285, 5.39126], [1.24541, 0.44137, 5.97371], [1.64716, 1.35095, 6.99343], [0.52679, 2.16654, 7.41142], [2.01099, -1.38048, 4.42758], [3.04759, 1.23714, 3.79827], [4.24348, 0.00726, 4.25145], [3.89905, 1.33247, 5.36607], [3.03029, -0.81056, 6.19045], [0.55630, -0.24131, 6.47087], [0.73539, 0.89513, 5.12395], [0.75645, 2.80325, 8.26579], [-0.41063, 1.68491, 7.68959], [0.23905, 2.83160, 6.59717], [1.35874, -2.01190, 4.87028], [1.44601, -0.82462, 3.80155], [-5.31364, 3.53106, -2.67902], [-4.52354, 2.94351, -1.53762], [-3.49738, 1.89733, -1.91114], [-4.05859, 0.66727, -2.38273], [-3.14189, -0.30918, -2.86516], [-3.95685, 4.12911, -0.89075], [-5.49216, 2.76558, -3.43419], [-4.71668, 4.29295, -3.18028], [-6.27813, 3.94039, -2.37851], [-5.19901, 2.47368, -0.82271], [-2.96769, 1.85134, -0.95961], [-2.81680, 2.29038, -2.66640], [-2.63573, -0.71910, -1.99117], [-2.49174, 0.09453, -3.64132], [-3.71787, -1.16809, -3.20959], [-4.73090, 4.57331, -0.41785], [-3.34672, 3.90266, -0.11838], [3.08319, 1.63070, -3.84152], [2.87024, 0.25622, -4.53525], [4.06400, -0.34007, -4.93339], [2.07432, 1.95467, -3.58592], [3.52751, 2.31245, -4.56671], [3.69492, 1.56000, -2.94214], [2.19261, 0.24696, -5.38896], [2.38158, -0.42254, -3.83625], [4.13067, -0.34271, -5.89107], [0.13411, 3.64097, -1.14018], [-0.58108, 4.96085, -1.16749], [-1.49133, 4.75877, -2.29252], [0.75919, 3.53445, -2.02677], [-0.63191, 2.88355, -0.97399], [0.81653, 3.53682, -0.29664], [0.17016, 5.70460, -1.43316], [-1.12705, 5.28617, -0.28195], [-2.31221, 4.40270, -1.94470], [-0.45929, 1.03226, -5.31835], [0.17793, 1.58437, -6.59915], [1.08564, 2.59835, -6.17578], [-1.06354, 0.14809, -5.52140], [-1.00171, 1.74288, -4.69473], [0.31239, 0.65966, -4.64473], [-0.60424, 1.90117, -7.28905], [0.71847, 0.83973, -7.18347], [0.63995, 3.30962, -5.70990], [-1.97638, -3.49186, 4.36810], [-1.15631, -3.47484, 5.66457], [0.16445, -3.37679, 5.18522], [-1.91844, -2.52416, 3.86980], [-3.01254, -3.72535, 4.61299], [-1.57193, -4.32456, 3.79268], [-1.34053, -4.43439, 6.14771], [-1.47490, -2.71658, 6.37987], [0.34176, -4.20951, 4.74167], [-5.24132, -1.87950, -0.08224], [-4.68122, -0.96518, 1.00681], [-5.74007, -0.51243, 1.75450], [-5.55602, -1.29099, -0.94404], [-6.05375, -2.50746, 0.28344], [-4.44827, -2.53000, -0.45105], [-4.09640, -0.15917, 0.56360], [-3.91193, -1.44099, 1.61499], [-5.98424, -1.22741, 2.34678]]
}

Number 1: F_max 1.95 eV Å⁻¹, E_tot -57040.671 eV. Number 2: F_max 8.35 eV Å⁻¹, E_tot -103757.345 eV.